(1)
Below is a 10-piece molecular cluster, C28H68N8O10S2 overall in a non-equilibrium geometry, with properties calculated with ωB97M-V/def2-TZVPD.

CARTESIAN COORDINATES (ANGSTROEM)
C  0.6517  0.0140  2.9107
C  0.5189  0.3029  1.4234
O  1.1227  1.2665  0.9495
N  -0.2958  -0.5150  0.7590
C  -0.6320  -0.2910  -0.6391
H  1.2844  0.7586  3.3962
H  1.0774  -0.9488  3.1917
H  -0.3255  0.1146  3.3891
H  -0.6937  -1.3152  1.2266
H  -1.5412  -0.8438  -0.8606
H  0.2078  -0.5032  -1.3018
H  -0.8549  0.7689  -0.7957
C  -0.9815  1.8634  5.4708
C  -2.4542  1.8215  5.0994
O  -3.0138  0.7493  4.9751
N  -3.0791  2.9906  4.8117
C  -4.4401  3.0713  4.3241
H  -0.6534  0.8535  5.6908
H  -0.7900  2.4519  6.3716
H  -0.4038  2.2922  4.6529
H  -2.7375  3.8612  5.1797
H  -4.9653  2.1203  4.2896
H  -4.5076  3.5031  3.3257
H  -5.0401  3.6708  5.0119
C  -3.6447  -3.2637  -3.0224
C  -4.9518  -3.8322  -2.4929
O  -4.9575  -4.7194  -1.6573
N  -6.0674  -3.4100  -3.1451
C  -7.3941  -3.8954  -2.7930
H  -2.8139  -3.7809  -2.5553
H  -3.5626  -2.1773  -2.9051
H  -3.5365  -3.3283  -4.1083
H  -6.0682  -2.4442  -3.4330
H  -7.5647  -3.7141  -1.7276
H  -7.5327  -4.9361  -3.0723
H  -8.1164  -3.2860  -3.3348
C  1.5858  3.6452  -1.6301
C  2.6683  2.6827  -2.1086
O  3.4300  2.9263  -3.0282
N  2.6599  1.5061  -1.4416
C  3.5278  0.3838  -1.7681
H  1.1678  3.3847  -0.6589
H  0.8981  3.8949  -2.4326
H  2.1307  4.5644  -1.3771
H  1.9018  1.3069  -0.7976
H  3.0760  -0.4686  -1.2644
H  4.5227  0.5948  -1.3744
H  3.5949  0.1491  -2.8284
C  -0.4975  -2.6618  -4.0848
C  0.9943  -2.4162  -4.0250
O  1.4703  -1.6602  -3.2003
N  1.7361  -3.2064  -4.8256
C  3.1820  -3.1279  -4.9301
H  -0.9052  -2.5300  -3.0823
H  -0.8066  -3.6729  -4.3457
H  -0.9200  -1.8567  -4.6885
H  1.3177  -3.9995  -5.2748
H  3.7343  -3.8938  -4.3915
H  3.5096  -2.1365  -4.6213
H  3.4343  -3.1426  -5.9925
C  -1.5920  2.6522  -7.3471
C  -1.0726  1.6055  -6.3855
O  -0.5373  0.5699  -6.7533
N  -1.2497  1.9019  -5.0744
C  -0.8735  1.0439  -3.9718
H  -2.2031  3.3937  -6.8330
H  -2.3073  2.1332  -7.9938
H  -0.8438  3.0567  -8.0207
H  -1.6979  2.7824  -4.8989
H  -1.7541  0.8128  -3.3696
H  -0.1714  1.5865  -3.3370
H  -0.3729  0.1388  -4.2962
C  2.2370  3.4578  4.8620
C  2.8861  2.7448  3.6760
O  3.4472  1.6632  3.8755
N  3.0648  3.4380  2.5430
C  3.8651  2.9513  1.4513
H  2.8083  4.3920  4.9049
H  2.4228  2.8394  5.7312
H  1.2038  3.7954  4.7876
H  2.7354  4.4118  2.5266
H  4.2171  3.7600  0.8108
H  3.2904  2.3403  0.7457
H  4.6963  2.3392  1.7921
C  0.5073  -4.7848  2.1687
C  -0.8926  -4.6567  1.6342
O  -1.4224  -3.5518  1.5513
N  -1.5196  -5.7922  1.2667
C  -2.8759  -5.7953  0.7792
H  0.6171  -5.3291  3.1048
H  0.8706  -3.7724  2.3562
H  1.2169  -5.1076  1.4011
H  -0.9865  -6.6077  1.5192
H  -3.6375  -6.0176  1.5208
H  -2.9490  -6.4706  -0.0750
H  -3.1084  -4.8552  0.2855
C  -0.5346  6.1750  3.5791
S  0.1149  5.6523  1.9529
O  1.6025  5.7636  2.0251
C  -0.3401  3.9038  2.0346
H  -0.5288  7.2631  3.5836
H  0.0985  5.7921  4.3786
H  -1.5613  5.8500  3.7487
H  -1.2895  3.8968  2.5707
H  0.4006  3.3161  2.5760
H  -0.4210  3.5215  1.0220
C  4.3525  -1.1581  2.7957
S  4.4005  -2.0199  1.1769
O  5.7103  -1.7689  0.4865
C  4.5728  -3.7211  1.7997
H  5.3529  -1.0975  3.2201
H  3.6118  -1.6743  3.4043
H  4.0175  -0.1298  2.6478
H  4.5388  -4.2989  0.8770
H  3.7207  -4.0264  2.4079
H  5.5060  -3.8450  2.3423

## Properties
**Net charge**: 0
**Spin multiplicity**: 1
**Energy above the lowest of the compared OMol25 structures with the same formula, charge and spin**: 0.0 kJ/mol
**DFT total energy**: -3094.5453 a.u.
**HOMO-LUMO gap**: 8.6 eV
**HOMO energy**: -8.41 eV

***

(2)
Below is C28H68O15S11Tl as an isolated structure in a non-equilibrium geometry, with properties calculated with ωB97M-V/def2-TZVPD.

CARTESIAN COORDINATES (ANGSTROEM)
Tl  -22.9032  13.2473  -15.4931
C  -26.7410  14.8222  -12.7179
C  -25.8508  14.4861  -13.8287
C  -26.4576  14.0354  -15.2026
O  -25.6418  13.6653  -16.0286
C  -27.8972  14.1161  -15.3476
C  -28.6614  14.5207  -14.2431
C  -28.1036  14.8138  -12.8771
O  -28.7603  14.9985  -11.8024
O  -29.9286  14.5933  -14.5258
O  -24.6328  14.6230  -13.7042
H  -26.3773  14.9673  -11.7104
H  -28.3626  13.9297  -16.3053
C  -27.1047  10.9045  -16.9957
S  -25.3842  10.2532  -17.0506
O  -24.6447  10.8068  -15.8582
C  -25.7734  8.5425  -16.5426
H  -27.4133  10.9152  -15.9513
H  -27.6990  10.2247  -17.6046
H  -27.0849  11.9170  -17.3958
H  -26.3749  7.9516  -17.2309
H  -25.9487  8.5859  -15.4682
H  -24.7964  8.0589  -16.6126
C  -31.7202  12.1565  -15.8194
S  -31.9994  11.4607  -17.4568
O  -31.0480  12.3127  -18.2639
C  -31.1187  9.8621  -17.2311
H  -31.9971  13.2038  -15.6967
H  -30.6674  12.1846  -15.5316
H  -32.1797  11.6171  -14.9890
H  -31.6659  9.0928  -17.7760
H  -31.0996  9.6625  -16.1601
H  -30.1167  9.8168  -17.6557
C  -30.2684  11.2739  -12.1986
S  -28.9802  10.0409  -12.7925
O  -29.4270  9.7508  -14.1973
C  -27.6610  11.3539  -12.8997
H  -30.2201  12.1067  -12.9018
H  -29.9739  11.7843  -11.2798
H  -31.2868  10.8982  -12.1286
H  -26.7347  10.9611  -13.3145
H  -27.4958  11.7229  -11.8858
H  -28.1723  12.1744  -13.4020
C  -32.7184  13.5996  -12.7477
S  -33.4767  14.7018  -11.4555
O  -33.9077  13.9771  -10.2335
C  -31.9897  15.7809  -11.0854
H  -33.1638  13.8468  -13.7112
H  -32.9532  12.5718  -12.4718
H  -31.6438  13.6489  -12.9283
H  -31.9612  16.7298  -11.6189
H  -31.0266  15.2710  -11.0956
H  -32.1905  16.0127  -10.0378
C  -22.3931  13.5731  -20.3752
S  -24.0048  13.7269  -19.5311
O  -23.7294  13.0939  -18.1782
C  -23.8662  15.6096  -19.3507
H  -22.6377  13.9706  -21.3633
H  -22.0185  12.5585  -20.5042
H  -21.5201  14.1463  -20.0620
H  -24.5484  15.9925  -18.5931
H  -24.0769  16.0707  -20.3156
H  -22.8439  15.8764  -19.0841
C  -29.6226  18.3845  -10.4854
S  -28.7101  19.9272  -9.8517
O  -27.5887  19.4700  -8.9655
C  -28.0038  20.5297  -11.4499
H  -30.0021  17.8530  -9.6150
H  -28.9119  17.6923  -10.9416
H  -30.2391  18.7402  -11.3100
H  -28.6444  21.1232  -12.1011
H  -27.3735  19.8452  -12.0183
H  -27.2367  21.2497  -11.1555
C  -28.0414  17.0125  -17.9094
S  -29.5885  16.7166  -18.8372
O  -29.1283  16.9064  -20.2279
C  -29.8196  14.9565  -18.5450
H  -28.3327  16.8665  -16.8654
H  -27.8346  18.0778  -17.9927
H  -27.2774  16.2907  -18.1939
H  -30.7951  14.7412  -18.9757
H  -29.6615  14.9365  -17.4667
H  -29.0800  14.3642  -19.0838
C  -29.6451  13.9074  -8.7725
S  -28.3600  12.8637  -7.8589
O  -28.8748  11.4774  -7.7536
C  -27.1417  12.9205  -9.1834
H  -29.2502  14.9217  -8.7200
H  -30.5703  13.7382  -8.2252
H  -29.6856  13.5827  -9.8117
H  -26.9843  13.9537  -9.4955
H  -27.5191  12.3930  -10.0605
H  -26.2240  12.4675  -8.8108
C  -24.4211  17.8843  -14.8383
S  -24.1946  19.0843  -13.4340
O  -25.1897  20.2172  -13.5745
C  -24.9652  17.9289  -12.1897
H  -23.7214  17.0574  -14.7251
H  -24.2785  18.5629  -15.6784
H  -25.4345  17.4827  -14.8330
H  -25.0071  18.3820  -11.2011
H  -24.2269  17.1330  -12.3045
H  -25.9494  17.5815  -12.5033
C  -23.4035  13.5652  -10.9343
S  -24.1184  12.0462  -11.6581
O  -23.8944  11.9929  -13.1546
C  -22.8868  10.7890  -10.9733
H  -22.3141  13.5582  -10.9231
H  -23.6787  13.5161  -9.8776
H  -23.8714  14.4980  -11.2429
H  -21.9243  11.2974  -10.9182
H  -22.7182  9.8689  -11.5312
H  -23.2197  10.4580  -9.9894
C  -31.8623  17.1783  -14.7413
S  -33.5377  17.9535  -14.7491
O  -33.7287  18.2480  -13.2707
C  -33.0227  19.4657  -15.5323
H  -31.8561  16.3670  -14.0144
H  -31.0988  17.9444  -14.6144
H  -31.6438  16.6205  -15.6548
H  -33.9878  19.9716  -15.5487
H  -32.6137  19.2145  -16.5107
H  -32.2742  19.9860  -14.9363

## Properties
**Net charge**: +1
**Spin multiplicity**: 1
**Energy above the lowest of the compared OMol25 structures with the same formula, charge and spin**: 0.0 kJ/mol
**DFT total energy**: -6787.9735 a.u.
**HOMO-LUMO gap**: 2.4 eV
**HOMO energy**: -10.58 eV